# ClO5PS

A gas-phase ion, ClO5PS (charge -2) at a distorted geometry (ωB97M-V/def2-TZVPD, OMol25).

Largest force on an atom (eV/Å): 4.0
HOMO-LUMO gap (eV): 7.02
SMILES string: O=S12(Cl)OP1([O-])([O-])O2
2S+1: 1
Charge: -2
Relative energy (zero: lowest compared OMol25 entry of this formula, charge and spin) (eV): 2.441

Last columns: bonded neighbours and bond lengths (Å).
Element x y z (Å)
1 O 1.9563 -0.7399 -0.2062  P6 1.471
2 O -0.0558 -0.8925 1.1955  P6 1.623, S7 1.977
3 O -0.0289 -2.0911 -1.2628  P6 1.486
4 O -0.0341 0.3651 -0.7791  P6 1.652, S7 1.624
5 O -1.8232 1.0317 0.4772  S7 1.461
6 P 0.5360 -1.1097 -0.3002  O1 1.471, O2 1.623, O3 1.486, O4 1.652, S7 2.489
7 S -0.3769 0.9886 0.6803  O2 1.977, O4 1.624, O5 1.461, P6 2.489, Cl8 2.305
8 Cl 0.0404 3.2473 0.8720  S7 2.305